DFT (ωB97M-V/def2-TZVPD) results for a cluster of 12 separate species, C84H183N9O12 in total.

Structure (XYZ):
```
288
Properties=species:S:1:pos:R:3:forces:R:3
C 2.71768 -5.31848 -1.35709 -0.98 -0.94 1.36
C 3.46876 -5.59479 -0.00457 -0.50 0.13 0.52
C 3.49407 -4.21807 0.80555 -0.09 -1.50 -0.60
C 2.70230 -6.69019 0.86185 -0.02 1.47 -0.88
C 2.93973 -8.08915 0.31871 -0.38 -0.20 0.81
C 4.38928 -8.43291 0.17393 1.79 0.70 -0.99
C 5.18577 -7.43282 -0.75634 -1.63 1.38 1.68
C 6.66766 -7.53133 -0.56349 1.28 -0.80 -0.35
C 4.79610 -7.60181 -2.22823 0.90 0.94 0.65
N 4.86168 -6.06183 -0.17480 0.02 0.46 -0.02
O 5.54229 -5.00052 -0.91698 -0.03 -0.72 0.32
H 2.25947 -6.21987 -1.80733 0.54 0.29 0.14
H 1.84668 -4.69647 -1.12685 0.14 0.24 -0.03
H 3.34871 -4.81093 -2.04896 0.46 0.33 -0.55
H 3.82739 -3.39606 0.17940 -0.41 0.10 -0.23
H 2.50058 -4.05926 1.25559 0.29 0.19 -0.31
H 4.22256 -4.26903 1.60124 0.19 -0.30 0.42
H 2.94714 -6.61986 1.92881 0.46 0.03 -0.24
H 1.63202 -6.39150 0.82916 0.42 -0.41 -0.15
H 2.52386 -8.79680 1.04884 -0.27 -0.02 -0.43
H 2.46233 -8.22155 -0.64124 -0.44 -0.07 -0.20
H 4.54628 -9.35412 -0.38077 -0.31 -0.59 0.34
H 4.88227 -8.52209 1.15286 -0.03 0.15 -0.27
H 7.16890 -6.81698 -1.21132 0.01 0.04 -0.25
H 7.06744 -8.52983 -0.84635 -0.32 0.44 0.26
H 7.01256 -7.27408 0.44451 -0.42 -0.28 0.00
H 5.22653 -8.53773 -2.56337 -0.14 -0.16 -0.41
H 5.26080 -6.74691 -2.74121 -0.09 -0.40 -0.22
H 3.73365 -7.52878 -2.38012 -0.30 -0.35 -0.12
H 6.19940 -4.68964 -0.27452 -0.25 -0.11 -0.26
C 4.12312 -0.59231 1.48475 -0.61 -0.94 1.23
C 4.84842 0.35962 2.43746 -0.96 0.22 -0.01
C 5.92064 1.06816 1.61925 -0.04 0.06 0.57
C 3.84747 1.38384 3.00978 -0.36 -0.47 1.94
C 2.92089 0.77599 4.14889 1.17 -0.18 -0.80
C 3.73596 0.07432 5.28319 -0.38 -0.47 -1.48
C 4.69599 -0.99110 4.64620 0.01 0.82 -0.20
C 5.73588 -1.50455 5.68677 -0.68 0.67 -0.39
C 3.79994 -2.12816 4.11767 0.16 -1.18 -0.11
N 5.47419 -0.34918 3.56394 -0.40 1.64 1.04
O 6.45162 -1.22624 3.12576 1.05 -0.62 -0.56
H 4.80785 -1.38415 1.17219 -0.07 0.20 -0.37
H 3.29425 -1.10218 2.01181 0.39 0.30 -0.35
H 3.65447 -0.06096 0.68225 0.10 0.32 -0.87
H 5.49805 1.61143 0.77142 0.02 -0.15 0.05
H 6.55163 1.72691 2.20548 -0.19 0.41 0.33
H 6.57912 0.29019 1.31469 0.59 -0.52 -0.92
H 4.38600 2.21352 3.48175 0.14 0.03 -0.32
H 3.18419 1.77762 2.23768 0.20 0.02 -0.19
H 2.24291 1.54031 4.51181 0.04 0.22 0.29
H 2.29854 0.07029 3.62907 -0.42 -0.50 0.09
H 3.08358 -0.55187 5.92069 0.08 0.73 -0.01
H 4.22389 0.86171 5.84726 0.42 -0.18 0.31
H 5.14638 -1.70177 6.56997 0.09 -0.37 0.50
H 6.50343 -0.75266 5.94575 -0.48 -0.12 -0.26
H 6.24347 -2.39696 5.34044 -0.08 -0.19 0.02
H 2.76320 -1.86875 3.90299 0.14 0.45 -0.17
H 3.66457 -2.95620 4.81358 0.40 -0.01 0.43
H 4.23232 -2.58446 3.21437 -0.09 0.17 0.36
H 7.27785 -0.81656 3.43176 -0.31 -0.31 -0.19
C -6.32368 1.98512 0.93571 0.07 -0.65 0.16
C -5.70374 0.58379 0.69271 0.37 0.50 -0.20
C -4.58768 0.30858 1.73349 0.56 -0.32 -0.12
C -6.78873 -0.45664 0.82411 0.04 -0.50 -0.13
C -7.77288 -0.52988 -0.34010 0.28 0.57 -0.06
C -7.04965 -0.70457 -1.71080 0.00 1.14 0.44
C -5.95698 0.40617 -1.85094 1.10 0.64 -0.06
C -4.98747 0.09469 -3.02475 -0.75 -0.35 -0.54
C -6.61558 1.80287 -2.13466 0.18 -0.22 0.16
N -5.08035 0.42519 -0.62882 -0.35 0.16 -0.52
O -4.11818 1.50281 -0.78263 -0.22 -1.19 0.24
H -5.81830 2.80367 0.40803 0.02 -0.28 0.34
H -7.37746 1.95430 0.63466 0.22 0.30 0.31
H -6.25513 2.08883 2.01595 -0.25 0.59 0.13
H -4.94312 0.10396 2.77197 0.05 0.17 -0.83
H -3.87176 -0.48864 1.41013 -1.01 0.12 0.20
H -3.93200 1.16698 1.74163 0.11 0.55 0.35
H -6.28527 -1.42434 0.88764 -0.10 -0.16 0.34
H -7.34085 -0.23442 1.75095 0.21 -0.35 -0.14
H -8.48353 -1.30764 -0.04193 -0.06 0.00 -0.69
H -8.31361 0.43101 -0.35213 -0.11 -0.41 -0.20
H -7.72896 -0.46292 -2.54901 0.07 -0.58 0.38
H -6.62094 -1.70421 -1.84966 -0.03 0.18 0.12
H -5.58747 0.02984 -3.93477 -0.21 -0.29 -0.09
H -4.42864 -0.84813 -2.92484 -0.34 0.24 0.23
H -4.27505 0.87473 -3.28537 0.07 0.21 0.64
H -5.86572 2.56382 -2.44666 -0.50 -0.54 0.41
H -7.16553 2.14654 -1.25150 0.29 0.10 -0.45
H -7.36233 1.73177 -2.92833 0.14 -0.18 -0.17
H -3.28214 0.99752 -0.68595 0.19 0.60 -0.13
C 1.66161 7.93962 -0.29861 -0.14 0.11 2.15
C 2.26663 7.77028 -1.66131 -0.08 -0.38 -1.05
C 1.25230 8.33496 -2.66546 0.08 -0.51 -0.60
C 3.56964 8.57957 -1.80270 1.48 -0.36 1.64
C 4.80809 7.85812 -1.09670 -0.40 -0.16 -0.48
C 4.94985 6.39728 -1.59814 -0.93 0.83 -0.39
C 3.62062 5.57415 -1.44117 -0.47 -0.05 0.82
C 3.77387 4.25065 -2.17865 1.18 0.58 0.37
C 3.32851 5.23219 0.05184 0.81 0.61 0.02
N 2.51396 6.32299 -2.11087 -0.45 1.21 0.57
O 1.22716 5.67960 -1.83807 1.07 -0.09 0.21
H 1.30438 8.97037 -0.19972 0.06 -0.01 -0.15
H 0.78181 7.31278 -0.03726 0.68 0.10 -0.58
H 2.39536 7.82242 0.52932 -0.43 0.02 -0.54
H 1.12376 9.41345 -2.62521 0.01 0.08 0.40
H 1.61302 8.10854 -3.65600 0.29 -0.01 -0.53
H 0.28899 7.82908 -2.61822 -0.06 0.17 0.41
H 3.76562 8.80276 -2.83911 0.19 -0.16 -0.46
H 3.49773 9.55707 -1.27752 -0.41 -0.50 -0.40
H 5.79033 8.35283 -1.25463 -0.76 0.08 -0.19
H 4.64617 7.92076 -0.01794 -0.06 -0.23 0.03
H 5.78719 5.86001 -1.14599 -0.21 0.02 0.26
H 5.23548 6.53008 -2.66238 -0.43 -0.52 0.26
H 3.02866 3.50176 -1.97936 -1.01 0.14 -0.62
H 4.63081 3.74117 -1.77218 0.84 -0.05 0.27
H 4.05674 4.52272 -3.18882 -0.61 -0.60 -0.57
H 3.28976 6.10376 0.71041 -0.26 -0.05 -0.28
H 4.18787 4.68784 0.44464 -0.01 -0.41 -0.10
H 2.42478 4.63801 0.18293 0.04 0.12 -0.14
H 1.02980 5.23866 -2.66487 0.00 -0.10 -0.29
C -3.15487 -6.76175 -7.12343 0.64 -0.56 -0.88
C -3.48758 -5.51607 -6.32533 1.00 0.94 0.66
C -4.12042 -4.42191 -7.17123 -0.34 0.29 -1.29
C -4.46755 -5.88172 -5.25512 -0.60 -1.51 0.87
C -4.67342 -4.82279 -4.19853 0.50 0.43 0.12
C -3.33080 -4.33843 -3.60753 -1.27 -0.64 0.74
C -2.32883 -3.95776 -4.63310 1.18 2.30 -1.57
C -2.75247 -2.56589 -5.26753 -0.17 -0.34 -0.19
C -0.92724 -3.67738 -4.05238 0.11 -0.86 0.08
N -2.21990 -5.06504 -5.59409 0.26 -0.51 -1.23
O -1.24872 -4.67279 -6.63109 -0.89 -0.08 0.62
H -2.71090 -6.54420 -8.09700 0.13 0.28 0.10
H -2.43819 -7.39104 -6.59775 0.08 0.13 0.24
H -3.98459 -7.43572 -7.36839 -0.35 0.52 0.37
H -3.44696 -3.81108 -7.77456 0.40 -0.19 0.30
H -4.76689 -4.87338 -7.91469 -0.21 -0.45 -0.21
H -4.78674 -3.73417 -6.66207 0.14 -0.06 0.42
H -5.40297 -6.21684 -5.77407 0.54 0.38 0.62
H -4.08724 -6.76624 -4.67254 -0.20 0.46 -0.77
H -5.22984 -3.94034 -4.53206 -0.18 -0.32 -0.03
H -5.17484 -5.29335 -3.36792 -0.68 0.10 0.23
H -2.96698 -5.11764 -2.92995 0.31 -0.05 -0.19
H -3.60228 -3.49978 -2.97216 0.38 0.34 0.12
H -2.47886 -1.77910 -4.57589 -0.08 0.16 0.46
H -3.83020 -2.56354 -5.38154 -0.10 0.39 -0.05
H -2.30751 -2.23924 -6.23117 -0.04 -0.86 0.47
H -0.89046 -3.06348 -3.16814 -0.73 0.37 0.39
H -0.27501 -3.15538 -4.75808 -0.08 -0.45 -0.17
H -0.50567 -4.62691 -3.72008 0.38 -0.12 -0.28
H -0.49003 -5.24074 -6.45765 -0.15 -0.06 0.10
C -1.21986 1.11803 5.12199 -1.04 -0.26 -0.39
C -1.26907 0.39771 6.46553 1.46 -0.75 -0.80
C -0.18452 1.09098 7.34098 -1.40 0.25 0.13
C -2.67872 0.51129 7.03275 -0.37 -0.36 0.06
C -3.67957 -0.39984 6.31781 0.35 -1.44 -0.12
C -3.15103 -1.90617 6.26023 -0.55 1.64 -0.21
C -1.75930 -2.03699 5.64508 0.31 1.53 -1.91
C -1.18824 -3.40149 5.75410 0.72 -1.35 2.49
C -1.87435 -1.77592 4.13073 -1.23 -0.03 -1.04
N -0.87074 -1.06237 6.30929 -0.11 0.85 1.49
O 0.44253 -1.04323 5.74281 -0.69 -0.29 -0.76
H -2.01520 0.74987 4.47168 -0.03 0.28 0.03
H -1.40464 2.15362 5.32056 -0.16 0.81 -0.04
H -0.31730 1.04507 4.54287 0.70 -0.28 0.14
H 0.80454 1.04356 6.88433 -0.22 0.21 -0.02
H -0.53586 2.13105 7.51119 0.49 -0.39 -0.32
H -0.15790 0.65581 8.32668 0.15 -0.43 0.41
H -2.72280 0.22563 8.09289 0.34 0.22 -0.09
H -3.00959 1.55390 6.92787 0.15 -0.14 0.21
H -4.62003 -0.43798 6.87988 0.12 0.16 -0.09
H -3.93656 -0.05330 5.31580 0.13 0.10 -0.03
H -3.85449 -2.48513 5.63920 0.23 -0.02 0.45
H -3.16263 -2.22512 7.29569 0.10 -0.54 0.15
H -1.88903 -4.20285 5.59024 -0.54 -0.08 -0.58
H -0.89571 -3.57774 6.80113 -0.07 0.15 0.08
H -0.27658 -3.62699 5.22803 0.19 0.37 -0.76
H -2.27717 -2.63624 3.57843 0.07 -0.27 0.43
H -0.99480 -1.51265 3.56691 0.78 0.06 0.51
H -2.59574 -1.00326 3.88242 -0.14 0.28 0.15
H 0.97686 -1.43508 6.42670 0.28 -0.26 0.39
C 6.04783 0.28646 -2.69312 0.19 0.66 1.16
C 5.01806 -0.73901 -3.12306 -0.87 -0.75 -0.16
C 5.19485 -1.98875 -2.25628 0.08 0.03 0.57
C 3.54875 -0.17516 -2.96349 0.12 0.63 -0.75
C 3.22744 0.84270 -4.11784 0.31 0.00 1.12
C 3.51111 0.27486 -5.49867 0.49 0.69 0.17
C 4.97134 -0.24136 -5.59679 0.21 0.33 -0.41
C 5.20879 -1.00831 -6.89325 0.16 0.94 -1.28
C 5.92008 0.97665 -5.59340 -0.20 0.87 -0.46
N 5.17931 -1.19194 -4.53515 0.27 -0.66 1.37
O 6.54621 -1.66330 -4.59994 -0.24 0.02 -0.39
H 5.92111 0.55681 -1.63595 -0.61 -0.01 -0.05
H 7.06773 -0.09785 -2.62825 -0.03 -0.09 -0.87
H 5.97149 1.21018 -3.25900 0.33 -0.08 0.14
H 4.84101 -1.76474 -1.24776 -0.01 0.01 0.08
H 4.62229 -2.82995 -2.61865 -0.33 -0.14 -0.24
H 6.23075 -2.34847 -2.16070 -0.25 0.41 -0.20
H 2.74586 -0.93360 -2.89769 0.70 -0.14 -0.27
H 3.49547 0.36744 -2.01008 0.13 -0.09 -0.07
H 2.21767 1.28106 -4.05441 0.27 -0.51 0.07
H 3.88259 1.70441 -3.94558 -0.05 -0.03 -0.06
H 3.44411 1.12077 -6.20292 -0.18 -0.42 -0.08
H 2.74433 -0.45822 -5.74278 0.31 -0.33 -0.25
H 4.85208 -2.01501 -6.84760 -0.51 -0.63 0.08
H 6.26206 -1.05524 -7.18039 0.08 0.00 0.40
H 4.74881 -0.49122 -7.76278 -0.08 -0.25 0.57
H 6.96461 0.85840 -5.28038 -0.49 -0.47 0.17
H 5.46867 1.82921 -5.07577 0.30 -0.18 0.15
H 5.97503 1.32585 -6.61397 0.06 0.10 -0.56
H 6.46145 -2.53598 -5.00604 -0.02 0.14 0.15
C -3.36270 3.62708 3.10979 -0.96 -2.25 -1.12
C -3.48780 5.05660 3.50634 0.56 1.44 0.16
C -2.06982 5.69829 3.38079 -1.61 0.96 -0.83
C -4.54658 5.74232 2.57708 -0.38 0.28 0.42
C -5.99891 5.38802 2.97227 1.40 0.49 1.80
C -6.25341 5.84860 4.45770 0.40 -1.40 -1.37
C -5.25856 5.07888 5.36539 -0.56 -1.19 1.49
C -5.38539 5.57904 6.85666 0.06 0.89 -1.33
C -5.58643 3.56336 5.42904 -1.29 -0.28 -0.58
N -3.90470 5.29172 4.88728 0.50 0.96 0.34
O -3.00041 4.57591 5.72480 -0.20 -0.35 0.19
H -2.64912 2.91813 3.56855 -0.32 0.87 0.38
H -4.35930 3.17681 3.13588 0.27 -0.28 0.38
H -3.19563 3.50132 2.04086 0.51 0.56 -0.27
H -1.86416 5.72250 2.32056 0.70 -0.59 -0.38
H -2.09531 6.76485 3.59526 -0.22 0.14 0.54
H -1.32395 5.23204 3.99918 0.29 -0.44 -0.12
H -4.53045 6.84308 2.61727 0.68 -0.25 0.00
H -4.36260 5.41347 1.55492 0.12 0.14 -0.11
H -6.70992 5.84222 2.30885 -0.34 -0.05 -0.45
H -6.03046 4.31917 2.99856 -0.78 -0.64 -0.51
H -7.30535 5.63734 4.68884 0.33 -0.14 0.36
H -6.12317 6.91095 4.51203 0.29 0.69 0.28
H -4.98475 6.59985 6.88120 -0.18 -0.03 0.13
H -4.87981 5.01620 7.63247 0.20 -0.44 -0.28
H -6.44710 5.61134 7.09190 -0.09 0.05 0.10
H -4.92190 2.97575 6.04714 0.45 0.25 0.26
H -5.56949 3.07803 4.44110 -0.23 0.21 0.50
H -6.59921 3.41208 5.85086 0.34 0.14 -0.21
H -2.40203 5.25414 6.04129 0.06 0.19 0.15
C -1.17534 3.08317 -0.18466 -0.40 0.47 1.88
C -0.41719 1.77555 -0.07104 -0.27 -0.80 -1.19
C 0.97482 1.88572 -0.67318 0.60 0.47 0.03
C -0.23151 1.34417 1.35830 0.69 -0.30 1.56
C 0.29040 -0.09756 1.53147 -0.34 -0.32 -0.93
C -0.73568 -1.10025 0.90860 0.21 0.65 0.26
C -0.99237 -0.69410 -0.58549 -0.75 -0.98 -0.16
C 0.19309 -1.23343 -1.38940 1.06 0.36 0.42
C -2.27457 -1.37965 -1.14510 1.27 -0.92 0.26
N -1.26903 0.75207 -0.72687 -0.06 -0.08 -0.36
O -1.44190 1.06893 -2.11934 -0.18 0.01 0.50
H -0.74144 3.75833 0.57919 -0.15 -0.05 -0.37
H -1.13325 3.60297 -1.12954 0.07 -0.23 -0.26
H -2.23147 2.91752 0.13734 0.72 0.17 -0.47
H 1.03079 2.04782 -1.74754 -0.26 -0.13 -0.23
H 1.43998 2.77246 -0.23757 0.07 -0.01 0.04
H 1.59719 1.03038 -0.41035 0.03 0.17 -0.16
H 0.52951 2.00032 1.80391 -0.14 0.13 -0.08
H -1.11473 1.48785 1.99256 -0.22 -0.06 -0.34
H 1.25034 -0.22624 0.98426 -0.57 0.09 0.37
H 0.54818 -0.29937 2.57677 -0.42 -0.05 -0.10
H -1.64874 -1.22009 1.54304 0.44 0.57 -0.73
H -0.29394 -2.10115 0.88832 -0.04 0.04 -0.03
H 0.33118 -2.29313 -1.17127 -0.16 -0.06 -0.19
H 1.13914 -0.75841 -1.11560 -0.07 -0.09 0.25
H 0.16668 -1.09079 -2.45721 -0.57 0.00 -0.52
H -2.36829 -1.20321 -2.21494 -0.07 0.06 0.10
H -3.14458 -1.07901 -0.62466 -1.00 0.80 0.37
H -2.27845 -2.46457 -0.96937 0.51 0.02 -0.17
H -0.59351 1.08629 -2.59780 0.21 -0.22 0.32
C -0.06673 0.45972 -5.47762 0.26 -0.08 0.85
O 0.00477 1.48414 -4.45575 -0.63 -0.26 -0.36
H 0.08380 0.90047 -6.47241 0.20 -0.42 0.29
H 0.63336 -0.32213 -5.16721 0.60 0.52 -0.54
H -0.97002 -0.12875 -5.43325 -0.90 0.38 -0.11
H -0.85459 1.93209 -4.42071 0.26 -0.03 -0.12
C -2.99779 3.82235 -3.09118 0.21 1.08 -0.74
O -3.87239 3.99742 -2.02936 -0.44 0.09 0.33
H -2.99647 2.81672 -3.53444 -0.09 0.16 0.15
H -3.33355 4.57187 -3.80253 0.28 -0.15 -0.67
H -1.99135 4.10862 -2.78471 0.34 -0.22 -0.23
H -3.89660 3.15215 -1.59895 -0.37 -0.83 0.96
C -1.55800 -5.02372 0.77472 0.00 0.41 -0.48
O -1.70301 -6.23366 1.46826 0.21 -0.34 0.26
H -1.86196 -5.09281 -0.26412 -0.19 -0.21 -0.41
H -2.14012 -4.21182 1.20615 0.03 0.20 0.30
H -0.50449 -4.74693 0.73901 0.03 -0.05 0.34
H -2.60861 -6.54126 1.39253 -0.06 0.04 -0.03
```
Positions in Å, forces in eV/Å.

Results
HOMO-LUMO gap in eV: 8.698
Highest occupied orbital energy in eV: -8.30
ΔE to the lowest compared entry with this formula, charge and spin in kJ/mol: 124.97
Molar mass in Da: 1511.44
DFT total energy in Eh: -4705.57230
Maximum force in eV/A: 3.0
SMILES: CC1(C)CCCC(C)(C)N1O.CC1(C)CCCC(C)(C)N1O.CC1(C)CCCC(C)(C)N1O.CC1(C)CCCC(C)(C)N1O.CC1(C)CCCC(C)(C)N1O.CC1(C)CCCC(C)(C)N1O.CC1(C)CCCC(C)(C)N1O.CC1(C)CCCC(C)(C)N1O.CC1(C)CCCC(C)(C)N1O.CO.CO.CO

Mulliken population analysis, charges in e, atoms 1 to 2: atom 1 (C): -1.429, atom 2 (C): 2.266